[1]
Formula: C12H10InN2O16S3
Source: the Open Molecules 2025 dataset
Level of theory: wB97M-V/def2-TZVPD

```
! wB97M-V def2-TZVPD RIJCOSX def2/J DEFGRID3
* xyz -3 1
In 2.77 -0.51 -0.35
S -0.19 -2.56 -0.52
O -0.87 -2.64 -1.79
O -0.06 -1.23 -0.01
O -0.64 -3.53 0.42
O 1.21 -2.97 -0.69
S 3.37 -3.05 2.09
O 2.47 -4.20 1.88
O 4.15 -2.82 0.84
O 2.47 -1.87 2.14
O 4.18 -3.11 3.24
S 2.46 -0.88 -3.87
O 3.39 -1.04 -4.96
O 2.69 0.35 -3.13
O 1.04 -0.94 -4.28
O 2.54 -1.90 -2.86
C -1.39 -0.75 5.57
C -0.82 -1.47 4.49
C -0.33 -0.68 3.48
C -0.17 0.73 3.63
C -0.70 1.39 4.76
C -1.41 0.60 5.69
N 0.59 1.54 2.63
O 0.46 2.76 2.66
O 1.27 0.97 1.72
H -1.96 -1.29 6.32
H -0.97 -2.53 4.36
H 0.19 -1.10 2.63
H -0.59 2.46 4.87
H -1.88 1.04 6.56
C -2.58 2.30 -5.08
C -3.13 2.85 -3.92
C -2.48 2.69 -2.75
C -1.25 1.98 -2.62
C -0.69 1.50 -3.78
C -1.31 1.64 -5.02
N -0.61 1.74 -1.26
O 0.55 1.30 -1.23
O -1.22 2.06 -0.28
H -2.96 2.44 -6.08
H -4.05 3.42 -3.89
H -2.95 3.07 -1.86
H 0.26 0.98 -3.81
H -0.86 1.27 -5.94
*
```

The orbital gap is 3.323 eV. For the LUMO energy, the calculation gives 4.07 eV.

Calculated atomic charges, method Löwdin, unit e: In 1.10; S 0.12; O -0.28; O -0.37; O -0.23; O -0.18; S 0.14; O -0.33; O -0.44; O -0.41; O -0.37; S 0.11; O -0.38; O -0.48; O -0.37; O -0.35; C -0.12; C -0.02; C 0.03; C -0.09; C -0.01; C -0.12; N -0.28; O 0.03; O -0.02; H 0.09; H 0.12; H 0.10; H 0.10; H 0.09; C -0.09; C -0.14; C -0.05; C -0.06; C 0.01; C -0.03; N -0.30; O 0.01; O 0.07; H 0.08; H 0.09; H 0.10; H 0.08; H 0.10

***

[2]
Formula: C39H32ClF3N5O4Sr
Source: the Open Molecules 2025 dataset
Level of theory: wB97M-V/def2-TZVPD

```
! wB97M-V def2-TZVPD RIJCOSX def2/J DEFGRID3
* xyz -1 1
Sr 0.44 -0.21 0.25
Cl 1.80 7.48 0.51
C 1.69 5.74 0.67
C 2.70 5.04 1.36
C 2.62 3.69 1.49
C 1.53 2.92 0.96
O 1.49 1.66 1.15
C 0.53 3.65 0.25
C -0.64 3.10 -0.39
N -1.07 1.88 -0.43
C -2.30 1.63 -1.09
C -3.20 2.59 -1.47
C -4.41 2.27 -2.13
C -4.74 0.98 -2.39
C -3.86 -0.05 -1.98
C -4.17 -1.42 -2.18
C -3.32 -2.38 -1.73
C -2.15 -1.97 -1.06
N -1.84 -0.72 -0.87
C -2.65 0.26 -1.32
C 0.65 5.05 0.12
H 3.54 5.59 1.77
H 3.39 3.13 2.01
H -1.21 3.87 -0.92
H -3.02 3.64 -1.25
H -5.07 3.08 -2.42
H -5.66 0.72 -2.90
H -5.09 -1.68 -2.70
H -3.52 -3.44 -1.87
H -1.45 -2.71 -0.66
H -0.12 5.60 -0.42
C 1.96 -0.89 4.78
O 1.36 -1.94 5.54
C 0.38 -1.58 6.42
C 0.69 -1.70 7.77
C -0.22 -1.40 8.77
C -1.48 -0.96 8.40
C -1.81 -0.85 7.06
C -0.91 -1.16 6.04
N -1.39 -0.97 4.74
C -0.89 -1.35 3.49
N -0.32 -2.56 3.48
C 0.54 -3.21 2.54
C 0.98 -2.63 1.35
C 1.83 -3.47 0.59
C 2.20 -4.75 0.96
C 1.75 -5.27 2.17
C 0.92 -4.49 2.96
O 0.43 -4.97 4.17
C 1.43 -5.31 5.12
N -1.07 -0.60 2.45
C -1.79 0.61 2.59
C -3.04 0.72 2.00
C -3.73 1.93 1.97
C -3.16 3.05 2.54
C -1.92 2.97 3.16
C -1.24 1.76 3.21
O -0.06 1.58 3.84
C 0.59 2.72 4.37
H 2.53 -1.37 3.99
H 2.62 -0.30 5.42
H 1.21 -0.24 4.33
H 1.69 -2.05 8.01
H 0.05 -1.50 9.81
H -2.22 -0.71 9.15
H -2.81 -0.53 6.78
H -2.06 -0.22 4.67
H -0.38 -3.08 4.34
H 2.22 -3.10 -0.36
H 2.85 -5.35 0.33
H 2.02 -6.27 2.49
H 2.02 -6.17 4.79
H 0.91 -5.57 6.04
H 2.09 -4.46 5.29
H -3.45 -0.16 1.52
H -4.70 1.98 1.48
H -3.68 4.00 2.50
H -1.49 3.85 3.61
H 1.55 2.38 4.74
H 0.01 3.15 5.20
H 0.74 3.48 3.60
F 0.13 -0.36 -3.26
C 1.25 -0.17 -2.42
F 2.19 -1.01 -3.01
F 1.69 1.10 -2.83
*
```

The orbital gap is 6.636 eV. For the LUMO energy, the calculation gives 1.92 eV.

Calculated atomic charges, method Löwdin, unit e: Sr 1.35; Cl 0.60; C -0.69; C -0.12; C -0.03; C -0.40; O -0.25; C -0.12; C -0.08; N 0.06; C -0.19; C -0.03; C -0.08; C -0.05; C -0.15; C -0.02; C -0.04; C -0.11; N 0.02; C -0.16; C -0.08; H 0.10; H 0.11; H 0.10; H 0.10; H 0.10; H 0.11; H 0.11; H 0.10; H 0.11; H 0.11; C -0.03; O -0.13; C -0.23; C -0.01; C -0.10; C -0.10; C -0.03; C -0.15; N 0.15; C -0.37; N 0.15; C -0.22; C -0.16; C -0.18; C -0.12; C -0.05; C -0.25; O -0.13; C -0.09; N 0.08; C -0.25; C -0.04; C -0.10; C -0.09; C -0.02; C -0.24; O -0.11; C -0.06; H 0.10; H 0.09; H 0.07; H 0.12; H 0.10; H 0.10; H 0.11; H 0.13; H 0.13; H 0.07; H 0.09; H 0.10; H 0.08; H 0.09; H 0.09; H 0.12; H 0.10; H 0.10; H 0.10; H 0.09; H 0.10; H 0.09; F -0.10; C -0.51; F -0.08; F -0.09

***

[3]
Formula: C3H5Cl2N
Source: the Open Molecules 2025 dataset
Level of theory: wB97M-V/def2-TZVPD

```
! wB97M-V def2-TZVPD RIJCOSX def2/J DEFGRID3
* xyz 0 1
C -0.64 0.76 -0.28
C -1.50 -0.12 0.16
C 1.17 -0.74 0.02
N 0.67 0.51 -0.40
Cl -3.27 0.28 0.10
Cl 1.69 1.93 0.19
H -0.87 1.79 -0.72
H -1.23 -1.18 0.51
H 2.19 -0.69 -0.21
H 1.13 -0.98 1.15
H 0.65 -1.56 -0.52
*
```

The SMILES is CN(Cl)/C=C/Cl. The orbital gap is 8.598 eV. For the LUMO energy, the calculation gives -0.24 eV.

Calculated atomic charges, method Löwdin, unit e: C -0.39; C -0.50; C -0.20; N -0.51; Cl 0.51; Cl 0.58; H 0.14; H 0.09; H 0.05; H 0.12; H 0.11

***

What is the orbital gap in the third record? 8.598 eV

***

Among the records above, which one has the lowest orbital gap? C12H10InN2O16S3

***

Number 2 is which compound? C39H32ClF3N5O4Sr